1.
{"formula": "C6H9O3S", "method": "wB97M-V/def2-TZVPD", "total_charge": -1, "lumo_ha": 0.1312, "fmax_ev_per_a": 4.6, "orbital_gap_ev": 8.53, "e_above_lowest_kj_mol": 163.0, "elements": ["S", "O", "O", "O", "C", "C", "C", "C", "C", "C", "H", "H", "H", "H", "H", "H", "H", "H", "H"], "coordinates": [[-0.059, 2.360, -0.195], [-0.013, 1.857, -1.559], [0.537, 3.691, 0.064], [-1.433, 2.220, 0.319], [0.193, -1.925, -1.339], [-0.917, -1.271, -1.080], [0.997, 1.267, 0.729], [0.855, 1.286, 2.042], [-1.590, -1.089, 0.263], [1.331, -2.452, -1.450], [2.123, -1.732, -1.353], [1.787, 0.779, 0.122], [-1.928, -0.013, 0.307], [-2.261, -1.907, 0.299], [1.510, -3.477, -1.675], [-0.788, -1.265, 1.051], [-1.469, -0.813, -1.853], [1.210, 0.786, 2.964], [-0.085, 1.697, 2.341]]}

2.
{"formula": "C14H15ClN2O4S2", "method": "wB97M-V/def2-TZVPD", "smiles": "NS(=O)(=O)c1ccc(CNS(=O)(=O)Cc2ccc(Cl)cc2)cc1", "lumo_ha": 0.0100, "fmax_ev_per_a": 1.0, "orbital_gap_ev": 9.58, "e_above_lowest_kj_mol": 0.0, "elements": ["Cl", "S", "S", "O", "O", "O", "O", "N", "N", "C", "C", "C", "C", "C", "C", "C", "C", "C", "C", "C", "C", "C", "C", "H", "H", "H", "H", "H", "H", "H", "H", "H", "H", "H", "H", "H", "H", "H"], "coordinates": [[-2.463, 2.783, -0.036], [3.568, -0.613, -0.511], [-3.355, -1.335, -0.231], [2.662, -1.212, -1.440], [-4.286, -0.798, 0.719], [-3.584, -2.638, -0.779], [4.972, -0.815, -0.720], [3.304, -1.224, 1.021], [-3.235, -0.262, -1.528], [1.446, 2.478, 0.627], [-0.801, 2.343, -0.172], [-0.157, -0.177, 1.900], [3.294, 1.204, -0.482], [0.926, 1.112, -1.271], [0.120, 2.859, 0.726], [-0.404, 1.469, -1.171], [1.866, 1.601, -0.367], [2.261, -0.780, 1.921], [-1.451, -0.316, 1.433], [0.581, -1.912, 0.407], [-1.707, -1.230, 0.432], [0.869, -0.958, 1.374], [-0.710, -2.035, -0.079], [-1.134, 1.064, -1.854], [3.912, 1.587, 0.325], [1.241, 0.426, -2.040], [-0.198, 3.547, 1.493], [4.204, -1.307, 1.465], [2.164, 2.884, 1.326], [0.060, 0.540, 2.678], [-3.561, -0.687, -2.382], [1.370, -2.535, 0.022], [3.725, 1.503, -1.436], [-2.267, 0.265, 1.831], [-3.728, 0.597, -1.336], [-0.961, -2.757, -0.839], [2.351, -1.384, 2.832], [2.397, 0.274, 2.210]]}

3.
{"formula": "C29H30AuBN10O2", "method": "wB97M-V/def2-TZVPD", "total_charge": 3, "lumo_ha": [-0.3961, -0.4358], "fmax_ev_per_a": 1.6, "orbital_gap_ev": [5.59, 4.50], "spin_multiplicity": 2, "e_above_lowest_kj_mol": 0.0, "elements": ["Au", "O", "O", "N", "N", "N", "N", "N", "N", "N", "N", "N", "N", "C", "C", "C", "C", "C", "C", "C", "C", "C", "C", "C", "C", "C", "C", "C", "C", "C", "C", "C", "C", "C", "C", "C", "C", "C", "C", "C", "C", "C", "B", "H", "H", "H", "H", "H", "H", "H", "H", "H", "H", "H", "H", "H", "H", "H", "H", "H", "H", "H", "H", "H", "H", "H", "H", "H", "H", "H", "H", "H", "H"], "coordinates": [[-0.064, -0.969, -0.831], [-5.518, 4.604, -0.586], [-6.944, 2.916, -0.340], [0.888, 0.217, 1.941], [2.622, -0.016, 0.052], [-2.202, -1.008, -1.084], [2.869, 1.763, 1.771], [-0.469, -3.074, -1.016], [2.035, -0.863, -0.824], [3.482, 1.100, 2.699], [0.074, -0.754, 1.490], [0.290, 1.117, -1.003], [0.928, 1.787, -0.008], [0.010, 3.273, -1.389], [-0.266, -0.511, 3.679], [4.446, 1.941, 3.218], [-5.845, 3.323, -0.573], [-0.966, 1.563, -3.095], [4.418, 3.197, 2.521], [-1.628, -2.316, 2.401], [3.936, 0.017, -0.245], [-2.658, -2.188, -1.281], [0.753, 3.103, -0.241], [3.428, 3.052, 1.621], [-3.025, 0.137, -1.058], [-4.763, 2.282, -0.822], [2.941, -1.336, -1.683], [-2.232, -4.624, -1.413], [-4.094, 0.270, -1.949], [5.341, 1.515, 4.278], [4.185, -0.810, -1.316], [2.607, -2.201, -2.844], [-0.266, 1.983, -1.854], [0.004, -5.399, -1.052], [-4.974, 1.325, -1.811], [-1.770, -3.328, -1.260], [-2.790, 1.116, -0.094], [0.688, 0.387, 3.270], [-0.633, -1.216, 2.519], [0.396, -4.073, -0.905], [-3.664, 2.182, 0.029], [-1.329, -5.678, -1.307], [1.817, 0.959, 0.965], [0.736, -6.189, -0.966], [-4.628, 4.810, -0.886], [-1.992, -2.592, 3.387], [1.138, 3.855, 0.424], [-5.836, 1.397, -2.460], [-1.842, 2.183, -3.273], [5.806, 2.361, 4.779], [-4.246, -0.456, -2.739], [-1.176, -3.201, 1.947], [-1.262, 0.516, -3.054], [4.635, 0.622, 0.307], [5.132, -1.010, -1.788], [-2.486, -2.012, 1.797], [-3.512, 2.913, 0.813], [5.036, 4.059, 2.711], [-1.668, -6.700, -1.408], [-0.285, 4.203, -1.843], [-1.956, 1.014, 0.593], [-0.657, -0.656, 4.672], [2.371, -1.573, -3.706], [1.424, -3.820, -0.677], [6.162, 0.918, 3.843], [4.835, 0.841, 4.973], [-3.722, -2.368, -1.410], [3.460, -2.818, -3.116], [1.741, -2.831, -2.647], [-3.280, -4.804, -1.614], [-0.298, 1.699, -3.948], [3.101, 3.746, 0.867], [1.211, 1.125, 3.851]]}

4.
{"formula": "C4H13NO", "method": "wB97M-V/def2-TZVPD", "total_charge": 1, "lumo_ha": [-0.1485, -0.3427], "fmax_ev_per_a": 1.1, "orbital_gap_ev": [10.57, 5.28], "spin_multiplicity": 2, "e_above_lowest_kj_mol": 151.5, "elements": ["O", "N", "C", "C", "C", "C", "H", "H", "H", "H", "H", "H", "H", "H", "H", "H", "H", "H", "H"], "coordinates": [[-0.667, -0.242, 1.981], [1.088, 1.199, 1.820], [0.330, -0.947, -1.508], [0.694, 0.064, -2.586], [-1.180, -1.167, -1.420], [-0.328, 1.083, 1.598], [1.792, 1.142, 1.080], [-0.526, 1.214, 0.542], [0.878, -1.853, -1.744], [-1.521, -2.067, -1.925], [0.163, 1.005, -2.488], [-0.310, -0.382, 2.873], [1.759, 0.278, -2.603], [-1.513, -1.270, -0.389], [0.417, -0.299, -3.576], [1.473, 1.396, 2.745], [0.675, -0.553, -0.549], [-1.700, -0.351, -1.909], [-0.861, 1.791, 2.230]]}

5.
{"formula": "C46H74NO21PS8", "method": "wB97M-V/def2-TZVPD", "smiles": "O=C1NC(=O)c2c(P(=O)(O)O)ccc(-c3ccccc3)c21.O=S1(=O)CCCC1.O=S1(=O)CCCC1.O=S1(=O)CCCC1.O=S1(=O)CCCC1.O=S1(=O)CCCC1.O=S1(=O)CCCC1.O=S1(=O)CCCC1.O=S1(=O)CCCC1", "lumo_ha": -0.0001, "fmax_ev_per_a": 3.2, "orbital_gap_ev": 8.43, "elements": ["S", "S", "S", "S", "S", "S", "S", "S", "P", "O", "O", "O", "O", "O", "O", "O", "O", "O", "O", "O", "O", "O", "O", "O", "O", "O", "O", "O", "O", "O", "N", "C", "C", "C", "C", "C", "C", "C", "C", "C", "C", "C", "C", "C", "C", "C", "C", "C", "C", "C", "C", "C", "C", "C", "C", "C", "C", "C", "C", "C", "C", "C", "C", "C", "C", "C", "C", "C", "C", "C", "C", "C", "C", "C", "C", "C", "C", "H", "H", "H", "H", "H", "H", "H", "H", "H", "H", "H", "H", "H", "H", "H", "H", "H", "H", "H", "H", "H", "H", "H", "H", "H", "H", "H", "H", "H", "H", "H", "H", "H", "H", "H", "H", "H", "H", "H", "H", "H", "H", "H", "H", "H", "H", "H", "H", "H", "H", "H", "H", "H", "H", "H", "H", "H", "H", "H", "H", "H", "H", "H", "H", "H", "H", "H", "H", "H", "H", "H", "H", "H", "H"], "coordinates": [[-1.254, -8.274, -2.445], [-0.627, -7.343, 2.594], [9.139, 3.397, 4.381], [-8.426, -2.883, -3.093], [-2.411, -3.162, -5.143], [4.108, 4.920, 4.950], [-4.574, 0.476, 1.251], [1.498, 7.925, 2.340], [0.176, 0.622, -4.083], [8.381, 4.516, 3.874], [0.183, -7.825, 1.498], [-1.443, -6.165, 2.470], [0.249, 6.655, -2.023], [0.748, 9.039, 1.814], [2.109, 3.371, -4.627], [-8.763, -3.924, -2.156], [0.704, 1.040, -5.379], [1.301, -0.181, -3.219], [3.494, 4.027, 4.000], [-1.900, -7.111, -3.015], [3.748, 6.319, 5.023], [0.860, 6.814, 2.999], [-3.784, 1.670, 1.063], [-8.281, -1.506, -2.686], [-1.034, -0.439, -4.338], [8.497, 2.284, 5.035], [-4.374, -0.398, 2.378], [-3.618, -2.359, -5.098], [-1.118, -2.592, -4.886], [-1.993, -9.261, -1.698], [1.317, 5.261, -3.528], [-1.591, 6.302, 1.655], [11.477, 3.599, 3.215], [-5.937, -0.960, -0.466], [-1.422, 4.005, -1.313], [-2.833, 6.056, -0.873], [11.770, 3.666, 4.718], [0.408, -7.204, 4.055], [-0.405, 1.992, -3.021], [-8.671, -2.769, -5.700], [-2.374, -4.051, -6.702], [0.376, 5.555, -2.497], [3.846, 8.114, 1.195], [-0.383, 4.259, -2.214], [-1.968, 2.725, -1.277], [-9.561, -2.948, -4.473], [2.565, 7.298, 1.052], [0.162, 3.277, -3.064], [-3.265, -5.637, -5.029], [-2.642, -4.597, -4.101], [1.398, -8.287, -2.206], [0.161, -7.734, -1.488], [-7.432, -3.638, -5.450], [-0.127, -8.235, 5.056], [-2.491, -5.537, -6.348], [5.422, 3.821, 6.990], [1.047, -8.422, -3.693], [6.378, 4.760, 6.245], [-0.766, -9.371, 4.248], [-2.551, 7.222, 1.217], [-4.504, -0.500, -0.243], [1.315, 3.872, -3.884], [2.806, 8.556, 3.392], [-1.255, 5.250, 0.809], [10.195, 2.784, 3.077], [3.994, 4.212, 6.595], [-0.322, -9.093, -3.735], [5.886, 4.798, 4.802], [-1.457, 1.751, -2.141], [4.124, 8.192, 2.702], [-6.817, 0.260, -0.175], [-3.182, 7.105, -0.013], [10.458, 4.024, 5.426], [-6.962, -3.365, -4.017], [-1.878, 5.150, -0.436], [-6.318, 0.884, 1.138], [-1.633, -8.693, 3.192], [-6.819, 0.456, 2.005], [6.111, 3.870, 4.283], [3.588, 4.974, 7.260], [-6.526, -4.249, -3.558], [1.793, -9.003, -4.235], [0.668, -8.599, 5.706], [-6.254, -2.538, -3.979], [-6.184, -1.767, 0.228], [-2.532, -8.265, 3.635], [2.082, 7.419, 0.083], [-6.715, 0.983, -0.987], [-1.354, -10.036, 4.880], [12.299, 3.146, 2.662], [-0.253, -10.149, -3.474], [1.058, 5.848, -4.321], [-10.033, -3.931, -4.468], [-3.275, -4.342, -3.253], [-3.802, -1.321, -0.113], [12.550, 4.392, 4.946], [2.727, 8.101, 4.374], [6.329, 5.761, 6.684], [-7.700, -4.692, -5.555], [-1.916, 0.762, -2.064], [-2.795, 2.477, -0.610], [0.992, -7.431, -4.150], [-1.493, -5.964, -6.216], [10.387, 3.560, 6.408], [-1.899, -9.349, 2.365], [-2.981, -6.093, -7.147], [0.343, -6.190, 4.442], [1.649, -9.271, -1.801], [1.433, -7.424, 3.761], [5.619, 2.790, 6.689], [-4.320, -5.401, -5.202], [-0.831, -8.976, -4.690], [2.681, 9.636, 3.472], [-3.269, 5.921, -1.864], [-7.869, -0.010, -0.108], [4.468, 7.224, 3.058], [11.322, 4.608, 2.824], [10.332, 5.102, 5.515], [-1.443, -3.827, -7.218], [-4.172, 0.154, -1.051], [0.072, -8.118, -0.473], [-6.640, -3.428, -6.168], [1.049, -0.029, -2.293], [9.704, 2.912, 2.115], [-3.209, -6.632, -4.604], [-6.084, -1.331, -1.478], [-6.433, 1.966, 1.142], [10.378, 1.727, 3.268], [-10.314, -2.170, -4.368], [-1.867, 0.046, -4.445], [12.121, 2.690, 5.064], [2.744, 6.242, 1.254], [-1.663, -4.916, -3.753], [-2.828, 8.066, 1.851], [-3.219, -3.716, -7.301], [-3.949, 7.802, -0.353], [0.014, -9.965, 3.766], [5.559, 3.879, 8.070], [-8.374, -1.722, -5.796], [0.161, -6.645, -1.473], [-1.133, 6.456, 2.623], [2.261, -7.641, -2.053], [-0.502, 4.532, 1.143], [3.329, 3.352, 6.568], [-0.884, -7.771, 5.693], [6.269, 5.643, 4.238], [4.902, 8.921, 2.933], [4.674, 7.656, 0.654], [-9.190, -3.057, -6.614], [7.406, 4.416, 6.307], [3.696, 9.119, 0.794]]}

6.
{"formula": "C32H47ClN13O5PPbS2", "method": "wB97M-V/def2-TZVPD", "lumo_ha": -0.0001, "fmax_ev_per_a": 2.2, "orbital_gap_ev": 7.46, "e_above_lowest_kj_mol": 291.6, "elements": ["Pb", "Cl", "S", "S", "P", "O", "O", "O", "O", "O", "N", "N", "N", "N", "N", "N", "N", "N", "N", "N", "N", "N", "N", "C", "C", "C", "C", "C", "C", "C", "C", "C", "C", "C", "C", "C", "C", "C", "C", "C", "C", "C", "C", "C", "C", "C", "C", "C", "C", "C", "C", "C", "C", "C", "C", "H", "H", "H", "H", "H", "H", "H", "H", "H", "H", "H", "H", "H", "H", "H", "H", "H", "H", "H", "H", "H", "H", "H", "H", "H", "H", "H", "H", "H", "H", "H", "H", "H", "H", "H", "H", "H", "H", "H", "H", "H", "H", "H", "H", "H", "H", "H"], "coordinates": [[-0.357, -1.459, 0.394], [-2.874, 3.323, 4.028], [1.872, -3.666, 1.149], [-2.952, -2.017, -0.255], [-1.629, 1.106, -2.330], [-2.963, -2.562, 3.999], [-4.039, 1.465, 5.904], [-1.380, -2.493, 2.435], [-0.661, 0.538, -1.349], [-4.046, -0.735, 5.753], [-2.715, 2.105, -1.582], [-0.807, 2.002, -3.459], [1.471, -1.687, -1.627], [3.524, -1.813, 2.078], [-1.579, -4.277, -1.006], [4.378, -3.188, 0.455], [-1.676, 0.164, 2.190], [1.613, 0.155, 3.658], [2.402, 2.237, 4.779], [-1.856, 1.486, 2.334], [-0.528, -3.441, -1.182], [-2.473, 0.016, -3.219], [-3.659, -4.561, -0.154], [4.799, -1.129, 2.222], [2.606, -3.212, -3.044], [-3.923, -0.046, -3.299], [0.383, -3.807, -2.009], [2.876, 2.177, 6.161], [-3.708, 0.451, 5.329], [-3.288, 3.285, -2.209], [2.428, -0.795, -1.836], [-0.159, 1.891, 0.664], [3.600, -2.272, -3.270], [5.472, -1.053, 0.863], [3.338, -2.834, 1.239], [0.273, -5.104, -2.752], [-1.779, -1.177, -3.704], [0.399, 2.653, -0.350], [-2.887, 0.540, 4.064], [-2.276, -0.428, 3.195], [-0.165, 3.869, -0.709], [1.523, -2.882, -2.226], [0.405, 2.718, -3.089], [5.646, -2.468, 0.345], [2.046, 3.548, 4.235], [-1.887, 3.545, 0.955], [-1.295, 2.270, -4.801], [-2.649, -3.714, -0.470], [-1.306, 4.308, -0.051], [2.006, 1.123, 4.169], [3.513, -1.027, -2.668], [-1.302, 2.338, 1.325], [-2.566, 1.744, 3.469], [-2.194, -1.953, 3.221], [-3.488, 1.579, -0.454], [4.195, -3.959, -0.163], [0.585, -5.929, -2.104], [-2.791, 3.889, 1.430], [-4.317, -0.866, -2.691], [0.262, 3.804, -3.139], [1.788, 3.456, 3.185], [5.440, -1.679, 2.918], [0.875, -5.115, -3.659], [3.126, 1.151, 6.418], [1.194, 3.978, 4.768], [5.946, -2.456, -0.703], [-4.368, 0.889, -2.960], [-0.709, -1.099, -3.499], [0.685, 2.452, -2.070], [2.114, 2.537, 6.856], [3.767, 2.796, 6.265], [-1.922, -1.284, -4.787], [6.436, -0.550, 0.926], [2.301, 0.158, -1.321], [4.262, -0.261, -2.835], [2.680, -4.194, -3.496], [6.426, -2.980, 0.913], [2.716, -1.469, 2.573], [4.616, -0.142, 2.639], [-4.280, 3.093, -2.639], [-1.371, 3.348, -4.980], [-3.394, 4.075, -1.460], [-4.513, 1.324, -0.745], [-0.618, 1.853, -5.554], [-2.159, -2.072, -3.206], [2.898, 4.221, 4.338], [-3.429, -5.538, -0.065], [-2.277, 1.826, -4.946], [-4.381, -4.190, 0.437], [-3.013, 0.681, -0.058], [-1.764, 5.250, -0.329], [0.276, 4.468, -1.497], [1.229, 2.450, -3.760], [-3.532, 2.323, 0.344], [-0.768, -5.276, -3.012], [4.437, -2.513, -3.918], [4.825, -0.495, 0.182], [1.280, 2.287, -0.868], [-4.226, -0.207, -4.339], [-3.681, -1.479, 5.138], [0.281, 0.950, 0.965], [-2.632, 3.652, -2.996]]}

7.
{"formula": "CH4IN2", "method": "wB97M-V/def2-TZVPD", "total_charge": 1, "lumo_ha": [-0.2354, -0.2354], "fmax_ev_per_a": 4.0, "orbital_gap_ev": [8.08, 8.08], "e_above_lowest_kj_mol": 426.4, "elements": ["I", "N", "N", "C", "H", "H", "H", "H"], "coordinates": [[3.171, 0.020, -0.066], [-0.284, -1.475, 0.233], [0.476, 1.370, 0.304], [1.200, 0.351, 0.109], [-0.365, -1.648, -0.775], [0.846, 2.324, 0.396], [-0.538, 1.261, 0.397], [0.338, -2.184, 0.628]]}